No. 1
The following is a DFT calculation (ωB97M-V/def2-TZVPD) of an isolated molecule of C21H22FN3O4.

Output
LUMO level ... 0.6 eV
SMILES string ... COCCN1C(=O)N(c2cccc(C)c2)C(=O)[C@@H]1CC(=O)Nc1ccc(F)cc1
Total charge ... 0
Relative energy (zero: lowest compared OMol25 entry of this formula, charge and spin) ... 0.2381 eV

Each line ends with the Mulliken charge.
Cartesian coordinates (Å):
C  -4.213  1.638  2.535  -0.6653
O  -3.951  1.175  1.229  -0.3864
C  -3.403  2.171  0.400  -0.5123
C  -3.084  1.595  -0.975  -0.8688
N  -2.025  0.606  -0.979  0.1447
C  -1.920  -0.286  -1.994  0.4032
O  -2.750  -0.555  -2.819  -0.6344
N  -0.625  -0.862  -1.909  0.2980
C  -0.162  -1.878  -2.787  0.3054
C  -0.458  -1.812  -4.141  -0.6246
C  0.002  -2.814  -4.976  -0.7435
C  0.757  -3.859  -4.472  -0.5813
C  1.061  -3.925  -3.119  0.7226
C  1.860  -5.062  -2.560  -1.5145
C  0.588  -2.927  -2.277  -0.2994
C  0.101  -0.299  -0.913  0.5347
O  1.242  -0.549  -0.587  -0.6949
C  -0.818  0.684  -0.201  -0.2072
C  -0.988  0.209  1.261  -1.0104
C  -0.138  1.057  2.203  0.6360
O  -0.631  1.775  3.047  -0.6690
N  1.186  0.922  1.945  0.0386
C  2.269  1.548  2.568  0.2711
C  2.128  2.393  3.666  -0.1879
C  3.245  2.976  4.236  -0.6792
C  4.493  2.710  3.704  0.3338
F  5.583  3.281  4.262  -0.3305
C  4.656  1.873  2.614  -0.6373
C  3.538  1.293  2.049  -0.4653
H  -4.641  0.799  3.079  0.2308
H  -4.929  2.468  2.520  0.3246
H  -3.292  1.968  3.028  0.2510
H  -4.128  2.989  0.264  0.5375
H  -2.501  2.597  0.865  0.2767
H  -3.969  1.100  -1.381  0.4278
H  -2.810  2.428  -1.636  0.3481
H  -1.048  -0.998  -4.529  0.4264
H  -0.227  -2.774  -6.030  0.3850
H  1.115  -4.631  -5.137  0.3957
H  2.523  -4.716  -1.771  0.3541
H  1.192  -5.811  -2.133  0.3049
H  2.452  -5.540  -3.336  0.3848
H  0.814  -2.964  -1.223  0.4308
H  -0.399  1.699  -0.225  0.2631
H  -2.036  0.284  1.547  0.4345
H  -0.689  -0.838  1.352  0.4467
H  1.443  0.318  1.164  0.0624
H  1.149  2.589  4.067  0.4903
H  3.153  3.632  5.087  0.4263
H  5.643  1.685  2.223  0.4257
H  3.642  0.638  1.196  0.3969



No. 2
The following is a DFT calculation (ωB97M-V/def2-TZVPD) of C21H22I2N4O3RuS as an isolated structure at a distorted geometry.

Output
Multiplicity ... 5
LUMO level (spin up / spin down) ... -6.0 / -9.0 eV
Total charge ... +2

Each line ends with the Mulliken charge.
Cartesian coordinates (Å):
Ru  -0.194  0.504  1.600  0.8020
I  3.750  2.107  -4.717  0.2813
C  2.375  2.000  -3.122  -0.4694
C  1.007  2.001  -3.388  -0.2194
C  0.121  1.906  -2.342  -0.2459
I  -1.958  2.030  -2.561  0.2228
C  0.562  1.734  -1.000  0.7461
O  -0.302  1.487  -0.096  -0.2872
C  1.967  1.826  -0.745  0.1329
C  2.429  1.850  0.691  -1.1691
N  2.073  0.609  1.397  -0.2090
C  2.489  0.578  2.808  -0.7508
C  1.635  -0.373  3.619  0.8277
C  2.144  -1.137  4.659  -0.8888
C  1.277  -1.910  5.422  -0.3114
C  -0.082  -1.865  5.143  -0.8327
C  -0.521  -1.105  4.070  -0.0218
N  0.322  -0.392  3.321  0.0604
C  2.841  1.953  -1.802  -0.5284
H  0.648  2.084  -4.402  0.4977
H  1.914  2.678  1.205  0.3870
H  3.512  2.028  0.725  0.5133
H  2.494  -0.192  0.913  0.2843
H  2.347  1.583  3.233  0.2720
H  3.549  0.315  2.899  0.4619
H  3.201  -1.122  4.881  0.4470
H  1.659  -2.523  6.226  0.4462
H  -0.794  -2.412  5.740  0.4433
H  -1.573  -1.060  3.803  0.4563
H  3.904  2.031  -1.625  0.4500
C  -4.017  2.020  1.712  -1.1975
C  -2.705  1.305  1.725  1.0297
O  -1.739  1.758  2.416  -0.5921
O  -2.506  0.245  1.096  -0.5349
H  -3.865  3.096  1.764  0.3689
H  -4.590  1.720  2.590  0.3324
H  -4.583  1.757  0.822  0.3134
C  0.737  -2.018  -4.578  -1.5040
C  -0.186  -1.830  -3.438  0.8533
C  -1.538  -1.596  -3.545  -0.7423
C  -2.310  -1.481  -2.369  0.5453
N  -1.722  -1.504  -1.177  -0.1046
C  -0.438  -1.707  -1.081  0.0731
S  0.304  -1.808  0.458  -0.4419
N  0.342  -1.901  -2.188  0.0921
C  -3.774  -1.347  -2.404  -1.1320
H  0.281  -1.707  -5.513  0.3896
H  1.005  -3.071  -4.675  0.3726
H  1.659  -1.462  -4.423  0.3769
H  -2.014  -1.531  -4.510  0.4434
H  1.321  -2.150  -2.077  0.3260
H  -4.133  -1.123  -3.405  0.3867
H  -4.093  -0.588  -1.691  0.2025
H  -4.228  -2.282  -2.067  0.3448



No. 3
The following is a DFT calculation (ωB97M-V/def2-TZVPD) of C21H22MnN2O6S2 as an isolated structure at a distorted geometry.

Output
LUMO level (spin up / spin down) ... 2.2 / 2.2 eV
Total charge ... -1

Each line ends with the Mulliken charge.
Cartesian coordinates (Å):
Mn  0.324  -0.204  -0.146  0.1397
C  -1.778  -3.840  0.400  -0.8688
C  -3.122  -3.405  0.384  -0.4084
C  -3.389  -2.073  0.240  -1.0055
C  -2.332  -1.148  0.105  0.5042
N  -1.015  -1.598  0.101  0.7917
C  -0.782  -2.915  0.260  -0.5418
C  -2.492  0.255  -0.066  0.6935
C  -3.719  0.944  -0.008  -1.0790
C  -3.743  2.299  -0.171  -0.5795
C  -2.521  2.980  -0.374  -0.6348
C  -1.350  2.285  -0.404  -0.6588
N  -1.294  0.933  -0.279  0.8812
H  -1.523  -4.883  0.523  0.3973
H  -3.931  -4.116  0.491  0.4210
H  -4.410  -1.718  0.229  0.3636
H  0.265  -3.196  0.266  0.5231
H  -4.632  0.397  0.180  0.3810
H  -4.679  2.841  -0.123  0.4065
H  -2.490  4.056  -0.480  0.4045
H  -0.397  2.780  -0.519  0.5343
O  -0.058  2.205  2.537  -0.7393
S  0.351  0.897  2.996  1.5879
O  -0.167  0.494  4.287  -0.7919
O  0.165  -0.162  1.989  -0.6936
C  2.132  1.027  3.262  -0.2113
C  2.505  1.304  4.572  -0.7445
C  3.834  1.468  4.925  -0.5418
C  4.819  1.358  3.954  -0.5564
C  4.456  1.085  2.647  -0.6187
C  3.122  0.912  2.294  0.1416
S  2.842  0.542  0.562  1.6303
O  4.079  0.872  -0.101  -0.7698
O  1.685  1.365  0.148  -0.6085
O  2.415  -0.863  0.444  -0.6306
H  1.723  1.377  5.314  0.4717
H  4.093  1.676  5.956  0.3706
H  5.865  1.483  4.204  0.3696
H  5.206  1.008  1.874  0.4913
C  0.448  -1.847  -3.937  -1.9203
C  0.028  -0.568  -3.198  2.7817
C  -1.499  -0.519  -3.142  -1.7608
C  0.531  0.653  -3.991  -1.8080
C  0.706  -0.529  -1.855  -0.9929
H  0.022  -1.871  -4.942  0.4554
H  0.102  -2.732  -3.400  0.3469
H  1.534  -1.911  -4.022  0.3965
H  -1.905  -0.562  -4.157  0.5222
H  -1.858  0.403  -2.681  0.3195
H  -1.903  -1.365  -2.587  0.2669
H  0.121  0.646  -5.004  0.4516
H  1.621  0.656  -4.059  0.3834
H  0.225  1.579  -3.500  0.3156
H  1.770  -0.758  -1.997  0.4210



| no. | E (a.u.) |
| --- | --- |
| 1 | -1378.6008 |
| 2 | -2346.1155 |
| 3 | -3321.8078 |